4 unconnected molecules or ions with the total composition C25H57F9N3O6S2 at a distorted geometry, computed with ωB97M-V with the def2-TZVPD basis set.

Results
HOMO level, eV: -9.6
Charge: +1

Each line ends with the Löwdin charge.
Atoms and positions in Å:
S1 -3.154 4.965 -1.921  0.770
S2 -3.805 -0.031 4.524  1.129
F1 -4.582 5.367 -1.347  -0.124
F2 -1.305 2.140 -1.637  0.109
F3 -3.814 3.654 0.302  0.106
F4 -1.746 4.564 -2.512  -0.114
F5 -3.860 4.253 -3.146  -0.118
F6 -3.857 2.402 -1.518  0.115
F7 -0.885 3.747 -0.207  0.120
F8 -3.103 6.309 -2.729  -0.094
F9 -2.450 5.697 -0.706  -0.122
O1 -4.367 -5.773 9.011  -0.198
O2 0.672 -1.524 -3.229  -0.190
O3 4.050 -1.538 -0.201  -0.177
O4 -4.758 -2.660 5.724  -0.276
O5 7.679 4.633 -7.994  -0.177
O6 5.935 2.203 -4.475  -0.193
N1 -6.574 -4.535 7.479  -0.046
N2 5.073 3.061 -7.201  -0.050
N3 3.311 -0.209 -2.944  -0.040
C1 -6.075 -5.895 7.307  -0.209
C2 -5.551 -6.454 8.611  -0.210
C3 4.840 -1.536 -1.379  -0.215
C4 4.613 -0.332 -2.286  -0.193
C5 -1.771 2.781 -0.529  -0.466
C6 -3.163 3.380 -0.865  -0.390
C7 7.062 3.593 -8.727  -0.229
C8 2.992 -1.285 -3.874  -0.209
C9 -2.971 2.011 2.959  -0.226
C10 5.237 3.207 -3.766  -0.114
C11 5.470 1.716 -6.806  -0.211
C12 -0.081 -0.429 -2.756  -0.135
C13 -3.745 -3.234 6.552  -0.081
C14 -1.903 1.775 0.620  -0.058
C15 -1.799 2.409 2.022  -0.142
C16 -6.884 -3.837 6.239  -0.195
C17 -5.747 -3.584 5.256  -0.206
C18 -3.538 -1.284 3.254  -0.225
C19 -4.506 -4.998 10.189  -0.110
C20 1.545 -1.213 -4.311  -0.205
C21 5.557 3.482 -8.513  -0.200
C22 -2.508 1.174 4.160  -0.372
C23 2.761 -2.098 -0.333  -0.108
C24 8.060 4.309 -6.671  -0.101
C25 5.121 1.443 -5.358  -0.234
H1 -3.756 1.497 2.411  0.093
H2 3.157 -2.279 -3.440  0.108
H3 5.324 0.389 -5.149  0.099
H4 8.920 4.929 -6.416  0.088
H5 -3.615 -2.241 3.746  0.046
H6 -6.888 -6.529 6.945  0.128
H7 -7.312 -2.868 6.509  0.123
H8 -3.512 -4.663 10.477  0.089
H9 1.374 -1.957 -5.092  0.125
H10 7.581 2.643 -8.548  0.111
H11 7.266 4.534 -5.953  0.072
H12 -0.804 -0.823 -2.041  0.083
H13 -1.774 3.487 1.982  0.117
H14 0.546 0.310 -2.246  0.070
H15 4.945 0.994 -7.438  0.124
H16 4.919 4.027 -4.419  0.080
H17 5.917 3.609 -3.016  0.089
H18 5.876 -1.492 -1.037  0.125
H19 -6.183 -3.123 4.365  0.121
H20 5.150 2.797 -9.264  0.117
H21 -6.313 -6.406 9.393  0.126
H22 7.221 3.840 -9.780  0.122
H23 -3.454 -0.611 5.683  0.005
H24 4.728 -2.488 -1.910  0.113
H25 1.313 -0.228 -4.727  0.124
H26 2.482 -2.512 0.638  0.084
H27 -5.140 -4.117 10.031  0.079
H28 -1.106 1.056 0.474  0.130
H29 2.014 -1.344 -0.601  0.067
H30 -0.888 2.040 2.475  0.113
H31 -5.261 -4.508 4.927  0.117
H32 4.358 2.793 -3.261  0.079
H33 -0.626 0.066 -3.565  0.091
H34 -2.845 1.250 0.524  0.117
H35 -3.534 -4.267 6.276  0.098
H36 -2.352 1.775 5.048  0.103
H37 -4.925 -5.591 11.006  0.092
H38 -5.255 -5.951 6.577  0.104
H39 -7.666 -4.391 5.714  0.126
H40 4.060 1.621 -5.165  0.119
H41 5.402 3.718 -6.507  0.071
H42 2.599 -0.171 -2.228  0.067
H43 -1.584 0.640 3.963  0.095
H44 -5.291 -7.504 8.459  0.126
H45 3.634 -1.195 -4.755  0.114
H46 -4.015 -3.186 7.607  0.083
H47 2.738 -2.903 -1.071  0.090
H48 -2.827 -2.650 6.420  0.080
H49 -4.337 -1.161 2.535  0.067
H50 5.396 -0.316 -3.049  0.109
H51 6.549 1.546 -6.925  0.108
H52 5.124 4.464 -8.715  0.119
H53 4.750 0.568 -1.681  0.121
H54 -5.895 -3.998 8.001  0.071
H55 -2.580 -1.120 2.778  0.067
H56 -3.428 2.914 3.347  0.120
H57 8.347 3.259 -6.576  0.088


A molecular structure, C14H32MgNO3P2Si at a distorted geometry, computed with ωB97M-V with the def2-TZVPD basis set.

Results
HOMO level (spin up / spin down), eV: -8.6 / -8.6
Charge: +1

Each line ends with the Löwdin charge.
Atoms and positions in Å:
P1 1.382 -1.718 1.501  0.844
P2 -1.154 1.523 -1.934  0.813
Si1 -1.600 2.317 2.416  0.473
Mg1 -0.408 -0.423 0.045  0.660
O1 -1.473 -1.981 -1.492  -0.076
O2 -0.943 0.909 1.504  -0.341
O3 -2.497 -4.724 1.439  -0.096
N1 1.166 -0.354 -1.348  -0.021
C1 -3.263 2.365 1.631  -0.150
C2 3.281 -0.544 -3.223  -0.063
C3 -0.086 0.839 -3.159  -0.329
C4 -0.347 3.624 1.893  -0.142
C5 0.970 0.032 -2.680  -0.395
C6 -0.523 3.245 -2.285  -0.263
C7 3.497 -0.748 -1.860  -0.074
C8 2.417 -0.735 -0.981  -0.357
C9 -2.836 1.530 -2.725  -0.277
C10 1.985 -0.275 -3.617  -0.055
C11 -1.551 1.699 4.152  -0.153
C12 2.757 -1.027 0.473  -0.301
C13 2.055 -1.455 3.173  -0.259
C14 1.641 -3.502 1.197  -0.261
H1 -1.560 0.176 1.790  0.050
H2 3.162 -0.149 1.013  0.099
H3 2.840 -2.172 3.428  0.056
H4 -3.237 2.515 0.551  0.028
H5 -0.514 1.554 4.479  0.048
H6 -2.876 2.159 -3.631  0.048
H7 0.573 3.137 -2.360  0.044
H8 -2.716 -4.239 2.232  0.013
H9 1.621 -3.712 0.116  0.058
H10 -0.596 4.565 2.413  0.041
H11 1.223 -1.586 3.877  0.041
H12 -2.037 2.479 4.760  0.050
H13 1.720 -0.099 -4.660  0.116
H14 -0.772 3.929 -1.462  0.008
H15 -3.105 0.494 -2.972  0.033
H16 -0.362 3.871 0.812  0.026
H17 -2.616 -5.698 1.715  0.090
H18 -2.129 0.765 4.211  0.046
H19 4.074 -0.716 -3.955  0.115
H20 -0.507 0.536 -4.111  0.071
H21 2.600 -3.842 1.604  0.054
H22 0.692 3.371 2.192  0.050
H23 -2.194 -2.626 -1.517  0.078
H24 -3.803 1.436 1.862  0.048
H25 -0.916 3.592 -3.254  0.050
H26 4.481 -1.028 -1.483  0.108
H27 0.844 -4.038 1.732  0.041
H28 -0.725 -2.376 -2.011  0.094
H29 -3.822 3.202 2.078  0.050
H30 3.590 -1.749 0.516  0.097
H31 2.483 -0.451 3.273  0.050
H32 -3.579 1.902 -1.999  0.022


6 unconnected molecules or ions with the total composition C24H66N6O6 at a distorted geometry, computed with ωB97M-V with the def2-TZVPD basis set.

Results
HOMO level, eV: -8.6
Charge: 0
SMILES string: COC[C@H](C)N.COC[C@H](C)N.COC[C@H](C)N.COC[C@H](C)N.COC[C@H](C)N.COC[C@H](C)N
Energy relative to the best compared isomer or geometry (same formula, charge and spin), kcal per mole: 42.90

Each line ends with the Löwdin charge.
Atoms and positions in Å:
O1 1.193 3.010 1.219  -0.206
O2 -3.062 2.116 6.141  -0.183
O3 6.619 -0.141 -3.447  -0.189
O4 -1.517 0.248 -5.013  -0.171
O5 -0.761 -4.920 -0.809  -0.227
O6 -1.148 -0.742 0.632  -0.183
N1 -3.182 -3.862 -1.735  0.049
N2 3.685 2.013 -3.909  0.033
N3 -2.546 0.425 9.319  0.009
N4 0.052 -1.976 -1.547  0.078
N5 3.698 4.040 2.097  0.032
N6 -4.259 -1.184 -2.988  0.032
C1 0.673 0.387 -1.631  -0.065
C2 -2.645 2.826 8.954  -0.067
C3 4.518 0.943 -3.358  -0.422
C4 -3.657 -0.417 -4.060  -0.448
C5 0.777 -0.929 -0.854  -0.402
C6 -0.177 2.863 0.959  -0.109
C7 -2.637 1.930 4.827  -0.134
C8 -2.571 1.151 7.057  -0.210
C9 0.255 -0.747 0.585  -0.225
C10 -2.129 -0.483 -3.976  -0.235
C11 -3.096 1.476 8.430  -0.421
C12 -4.135 1.020 -3.994  -0.063
C13 3.314 4.005 0.640  -0.388
C14 5.788 0.737 -4.159  -0.226
C15 -0.190 -0.172 -5.271  -0.099
C16 1.801 4.057 0.485  -0.216
C17 3.874 2.644 0.173  -0.064
C18 7.992 -0.113 -3.766  -0.107
C19 -4.082 -3.786 0.554  -0.052
C20 -2.806 -3.830 -0.294  -0.421
C21 3.627 -0.313 -3.338  -0.039
C22 0.099 -6.030 -0.646  -0.096
C23 -1.623 -0.567 1.961  -0.100
C24 -1.899 -5.017 0.038  -0.201
H1 3.191 -0.418 -4.333  0.080
H2 -2.223 -2.924 -0.104  0.108
H3 3.479 1.896 -4.892  0.071
H4 3.737 4.850 0.100  0.133
H5 -4.169 1.412 8.638  0.135
H6 -0.097 -1.262 -5.255  0.090
H7 -2.330 -4.102 -2.242  0.074
H8 -2.421 -5.942 -0.258  0.125
H9 -1.561 1.745 4.706  0.085
H10 1.547 3.951 -0.573  0.129
H11 0.552 0.251 -4.591  0.059
H12 -3.284 3.192 9.757  0.075
H13 -0.799 -0.509 2.676  0.088
H14 4.943 2.591 0.377  0.079
H15 -4.605 -4.743 0.454  0.079
H16 0.678 -1.578 1.172  0.126
H17 1.457 5.003 0.916  0.124
H18 -1.869 -0.070 -2.985  0.106
H19 1.359 1.060 -1.118  0.073
H20 -0.354 0.760 -1.671  0.072
H21 -0.386 2.474 -0.040  0.078
H22 -4.008 1.567 -3.062  0.079
H23 3.732 2.402 -0.884  0.050
H24 0.904 0.243 -2.689  0.038
H25 3.404 1.849 0.752  0.072
H26 -0.806 -1.658 -1.981  0.040
H27 3.325 3.177 2.483  0.059
H28 -0.564 2.171 1.707  0.074
H29 -3.788 -4.684 -1.749  0.080
H30 -3.916 -0.910 -5.003  0.143
H31 -3.088 1.046 4.350  0.078
H32 8.452 -1.005 -3.352  0.085
H33 0.002 0.157 -6.292  0.088
H34 -2.285 0.294 2.022  0.078
H35 -1.591 -5.134 1.084  0.132
H36 -1.590 2.879 9.236  0.083
H37 0.736 -5.856 0.225  0.090
H38 -2.677 -0.550 9.107  0.061
H39 -2.931 0.164 6.723  0.127
H40 -0.739 3.794 1.102  0.093
H41 -0.241 -2.766 -0.983  0.041
H42 4.704 1.301 -2.344  0.117
H43 6.240 1.740 -4.228  0.123
H44 -2.677 3.597 8.177  0.075
H45 0.774 0.128 1.001  0.113
H46 8.480 0.777 -3.361  0.086
H47 -4.834 -3.026 0.357  0.078
H48 -5.153 1.056 -4.388  0.077
H49 -4.020 -0.794 -2.077  0.068
H50 -0.476 -6.955 -0.561  0.086
H51 2.783 -0.109 -2.673  0.029
H52 3.972 2.957 -3.709  0.066
H53 8.113 -0.120 -4.855  0.086
H54 -3.570 1.599 -4.734  0.073
H55 -1.477 1.083 7.026  0.133
H56 3.083 4.758 2.489  0.065
H57 -3.697 -3.645 1.569  0.073
H58 -2.168 -1.464 2.276  0.080
H59 4.071 -1.216 -2.925  0.084
H60 5.602 0.399 -5.188  0.131
H61 1.847 -1.147 -0.814  0.128
H62 -2.930 2.796 4.240  0.090
H63 -2.808 0.598 10.279  0.066
H64 -3.868 -2.127 -2.898  0.026
H65 0.772 -6.147 -1.494  0.089
H66 -1.781 -1.524 -3.967  0.114


C2HCl2FOS in the gas phase at a distorted geometry, computed with ωB97M-V with the def2-TZVPD basis set.

Results
HOMO level, eV: -9.4
Charge: 0
SMILES string: OC(=S)C(F)(Cl)Cl
Energy relative to the best compared isomer or geometry (same formula, charge and spin), kcal per mole: 1.62

Each line ends with the Löwdin charge.
Atoms and positions in Å:
Cl1 -1.095 -1.161 -1.061  0.687
Cl2 -1.147 1.539 0.069  0.729
S1 1.992 0.404 -0.820  0.742
F1 -1.007 -0.566 1.406  -0.063
O1 1.499 -0.682 1.480  0.018
C1 -0.572 -0.077 0.235  -1.311
C2 0.997 -0.175 0.332  -0.906
H1 0.760 -0.835 2.079  0.104


2 unconnected molecules or ions with the total composition C4H12, computed with ωB97M-V with the def2-TZVPD basis set.

Results
HOMO level, eV: -11.7
Charge: 0
SMILES string: CC.CC
Energy relative to the best compared isomer or geometry (same formula, charge and spin), kcal per mole: 2.93

Each line ends with the Löwdin charge.
Atoms and positions in Å:
C1 -1.864 -0.291 1.283  -0.169
C2 -0.796 -1.355 1.059  -0.167
C3 1.943 0.912 -0.744  -0.159
C4 0.699 0.728 -1.635  -0.164
H1 -2.374 -0.484 2.235  0.060
H2 -1.477 0.723 1.353  0.057
H3 2.408 1.855 -0.995  0.055
H4 2.643 0.090 -0.873  0.061
H5 -1.163 -2.313 1.405  0.060
H6 1.610 0.972 0.292  0.053
H7 0.102 -1.094 1.623  0.063
H8 0.210 -0.219 -1.441  0.031
H9 -0.465 -1.436 0.029  0.035
H10 0.947 0.833 -2.689  0.060
H11 0.010 1.536 -1.390  0.063
H12 -2.687 -0.376 0.576  0.061


4 unconnected molecules or ions with the total composition C16H44N8O5PS at a distorted geometry, computed with ωB97M-V with the def2-TZVPD basis set.

Results
HOMO level, eV: -10.3
Charge: +1

Each line ends with the Löwdin charge.
Atoms and positions in Å:
S1 -0.914 0.776 0.502  0.382
P1 -0.077 0.697 -1.195  0.098
O1 -0.199 -0.704 -1.876  -0.228
O2 1.483 1.049 -1.071  -0.171
O3 -0.471 8.752 -0.404  -0.210
O4 1.612 -4.917 0.952  -0.192
O5 0.875 -9.750 2.994  -0.184
N1 -1.600 5.443 -2.380  0.017
N2 2.560 -11.319 1.235  0.040
N3 0.899 -2.619 -0.631  0.051
N4 -2.497 7.896 1.475  0.040
N5 -3.605 3.255 -3.342  0.149
N6 -2.258 3.139 -3.459  -0.030
N7 -0.600 1.837 -2.377  0.032
N8 -2.939 1.732 -1.916  0.182
C1 0.486 -2.716 0.788  -0.393
C2 0.408 -10.167 1.727  -0.211
C3 -1.463 3.942 -4.365  -0.072
C4 1.505 -10.459 0.694  -0.432
C5 -1.114 8.110 1.914  -0.430
C6 -1.872 2.217 -2.575  -0.357
C7 0.459 -4.167 1.271  -0.201
C8 1.238 -8.388 3.082  -0.112
C9 -0.167 10.138 -0.342  -0.099
C10 -0.118 8.008 0.751  -0.214
C11 -1.040 9.428 2.678  -0.066
C12 -3.960 2.390 -2.393  -0.075
C13 2.148 -9.205 0.105  -0.072
C14 2.724 -4.721 1.809  -0.095
C15 1.378 -1.785 1.591  -0.066
C16 -1.168 5.361 -3.774  -0.214
H1 1.397 -8.453 -0.145  0.075
H2 -0.365 -4.677 0.765  0.127
H3 2.413 -4.552 2.844  0.096
H4 -0.034 10.491 -1.364  0.087
H5 -0.135 -11.097 1.913  0.122
H6 0.374 -1.384 -1.371  -0.001
H7 3.347 -3.890 1.471  0.076
H8 1.127 -8.081 4.122  0.089
H9 1.275 -1.914 2.669  0.092
H10 2.429 -1.920 1.333  0.074
H11 1.772 -3.135 -0.727  0.114
H12 0.241 -3.144 -1.204  0.112
H13 -0.537 -2.338 0.866  0.128
H14 -4.169 3.897 -3.873  0.189
H15 3.329 -5.626 1.772  0.087
H16 -2.675 8.525 0.697  0.066
H17 0.250 -4.216 2.346  0.129
H18 2.688 -9.457 -0.807  0.076
H19 1.818 1.472 -1.872  0.075
H20 0.104 2.263 -2.957  0.110
H21 -4.968 2.245 -2.045  0.151
H22 -0.987 10.704 0.101  0.077
H23 -1.533 10.239 2.144  0.066
H24 1.096 -0.770 1.325  0.005
H25 1.026 -10.998 -0.129  0.135
H26 2.285 -8.243 2.803  0.073
H27 2.155 -12.205 1.523  0.073
H28 2.882 -10.903 2.105  0.069
H29 -1.175 6.246 -1.930  0.069
H30 -0.859 7.311 2.615  0.137
H31 -1.692 6.098 -4.381  0.109
H32 -0.511 3.451 -4.526  0.117
H33 -0.101 5.546 -3.776  0.115
H34 -0.092 6.964 0.424  0.112
H35 -2.597 5.612 -2.329  0.068
H36 -2.578 6.967 1.070  0.062
H37 -0.322 -9.445 1.334  0.119
H38 0.899 8.261 1.076  0.122
H39 -1.540 9.329 3.640  0.079
H40 0.754 10.322 0.216  0.094
H41 2.867 -8.756 0.790  0.061
H42 -1.961 4.041 -5.322  0.130
H43 -0.005 9.720 2.866  0.081
H44 0.599 -7.754 2.458  0.085